No. 1
Computed, not measured: C43H53N4OP2RuSSi2 as an isolated structure at a distorted geometry, with the ωB97M-V functional and the def2-TZVPD basis.

Atoms and positions in Å:
Ru: 0.875 -0.702 0.182
C: -2.465 -4.352 -1.340
Si: -1.001 -3.180 -1.314
C: -0.184 -3.016 -2.989
C: 0.098 -4.687 1.400
N: -1.089 -1.936 -0.187
P: -1.888 -0.558 0.064
C: -0.714 0.571 0.492
P: 0.069 1.849 -0.290
N: 1.544 1.177 -0.427
Si: 3.109 1.935 -0.470
C: 3.083 3.451 -1.593
C: 3.631 2.595 1.210
C: 4.333 0.722 -1.201
C: -0.582 2.379 -1.889
C: -1.819 3.019 -1.951
C: -2.351 3.382 -3.177
C: -1.649 3.115 -4.345
C: -0.424 2.466 -4.289
C: 0.106 2.091 -3.062
C: 0.100 3.349 0.717
C: 0.235 3.170 2.094
C: 0.347 4.267 2.930
C: 0.320 5.550 2.397
C: 0.183 5.733 1.029
C: 0.075 4.635 0.187
C: -2.894 -0.168 -1.398
C: -4.216 0.259 -1.308
C: -4.945 0.520 -2.461
C: -4.361 0.358 -3.707
C: -3.036 -0.050 -3.803
C: -2.307 -0.304 -2.655
C: -3.107 -0.814 1.368
C: -3.119 0.009 2.487
C: -4.041 -0.211 3.503
C: -4.946 -1.256 3.400
C: -4.933 -2.085 2.284
C: -4.015 -1.866 1.271
H: -2.183 -5.298 -1.807
H: -3.299 -3.935 -1.912
H: -2.818 -4.547 -0.327
H: 0.314 -3.962 -3.215
H: 0.568 -2.227 -2.994
H: -0.919 -2.828 -3.774
H: 0.588 -5.271 2.177
H: -0.980 -4.859 1.460
H: 0.287 -3.627 1.579
H: 2.656 4.320 -1.087
H: 2.542 3.305 -2.528
H: 4.115 3.704 -1.852
H: 3.113 3.536 1.404
H: 4.704 2.797 1.224
H: 3.393 1.914 2.028
H: 4.269 0.751 -2.291
H: 4.130 -0.303 -0.894
H: 5.358 0.967 -0.920
H: -2.364 3.235 -1.039
H: -3.314 3.874 -3.221
H: -2.063 3.406 -5.302
H: 0.119 2.249 -5.199
H: 1.050 1.565 -3.006
H: 0.249 2.162 2.494
H: 0.458 4.124 3.997
H: 0.406 6.408 3.050
H: 0.163 6.732 0.614
H: -0.016 4.781 -0.882
H: -4.683 0.380 -0.339
H: -5.975 0.845 -2.382
H: -4.933 0.555 -4.604
H: -2.567 -0.156 -4.773
H: -1.265 -0.593 -2.731
H: -2.396 0.813 2.554
H: -4.047 0.429 4.375
H: -5.663 -1.431 4.192
H: -5.637 -2.903 2.207
H: -4.000 -2.513 0.402
C: 5.544 -0.760 3.616
C: 5.455 -0.455 2.127
N: 5.085 -1.622 1.340
C: 6.165 -2.510 0.919
C: 6.566 -2.282 -0.531
C: 3.814 -1.956 1.034
S: 2.553 -0.899 1.698
N: 3.628 -3.061 0.381
C: 2.407 -3.409 -0.088
O: 1.558 -2.554 -0.533
C: 2.063 -4.804 -0.168
C: 3.015 -5.773 -0.527
C: 2.676 -7.074 -0.767
C: 1.315 -7.427 -0.640
C: 0.358 -6.539 -0.256
C: 0.664 -5.153 0.064
H: 5.839 0.132 4.170
H: 6.275 -1.543 3.816
H: 4.575 -1.090 3.990
H: 6.416 -0.103 1.745
H: 4.728 0.336 1.946
H: 5.842 -3.540 1.064
H: 7.009 -2.321 1.585
H: 5.714 -2.462 -1.185
H: 7.370 -2.962 -0.814
H: 6.912 -1.259 -0.685
H: 4.042 -5.444 -0.645
H: 3.415 -7.803 -1.064
H: 1.018 -8.452 -0.835
H: -0.672 -6.862 -0.138
H: -0.015 -4.410 -0.755

Output
- electronic energy (eV) = -101211.23656
- spin multiplicity = 2
- <S²> = 0.758
- HOMO level (spin up / spin down) (eV) = -6.11 / -6.11
- HOMO-LUMO gap (spin up / spin down) (eV) = 6.42 / 6.26
- energy above the lowest of the compared OMol25 structures with the same formula, charge and spin (kcal per mole) = 50.7
- LUMO (spin up / spin down) (eV) = 0.31 / 0.15

=====

No. 2
Computed, not measured: C43H54BaN7P2S as an isolated structure, with the ωB97M-V functional and the def2-TZVPD basis.

Atoms and positions in Å:
Ba: -0.885 0.625 -0.460
C: -3.941 2.801 2.639
C: -3.288 3.995 2.902
C: -1.909 4.051 2.793
C: -1.211 2.903 2.426
N: -1.850 1.767 2.125
C: -3.175 1.721 2.234
C: 0.277 2.875 2.363
C: 1.046 3.841 3.007
C: 2.422 3.782 2.884
C: 2.997 2.740 2.178
C: 2.166 1.769 1.623
N: 0.838 1.869 1.693
C: 2.718 0.547 0.973
C: 4.057 0.185 1.112
C: 4.506 -0.996 0.546
C: 3.611 -1.792 -0.149
C: 2.300 -1.355 -0.248
N: 1.862 -0.223 0.296
H: -5.016 2.727 2.725
H: -3.851 4.874 3.187
H: -1.397 4.986 2.970
H: -3.640 0.770 1.987
H: 0.589 4.617 3.603
H: 3.045 4.534 3.350
H: 4.069 2.690 2.068
H: 4.750 0.797 1.669
H: 5.539 -1.298 0.655
H: 3.917 -2.726 -0.598
H: 1.565 -1.938 -0.797
C: -0.554 -3.691 1.086
P: -1.962 -2.527 1.349
C: -3.039 -2.617 -0.161
N: -4.286 -2.360 0.168
C: -5.216 -2.120 -0.782
C: -6.560 -1.873 -0.428
C: -7.461 -1.554 -1.405
C: -7.067 -1.468 -2.758
C: -5.778 -1.730 -3.127
C: -4.831 -2.074 -2.140
N: -3.553 -2.348 -2.482
C: -2.667 -2.629 -1.557
P: -0.938 -2.942 -2.139
C: -1.022 -4.790 -2.146
C: -0.856 -2.540 -3.981
C: 0.611 -2.825 -4.333
C: -1.113 -1.040 -4.171
C: -1.764 -3.369 -4.891
C: -2.930 -3.477 2.675
C: -3.620 -4.733 2.144
C: -3.952 -2.545 3.343
C: -1.899 -3.867 3.741
H: 0.148 -3.576 1.911
H: -0.029 -3.428 0.173
H: -0.880 -4.730 1.040
H: -6.846 -1.945 0.613
H: -8.494 -1.365 -1.143
H: -7.796 -1.186 -3.505
H: -5.456 -1.691 -4.160
H: -1.814 -5.142 -2.803
H: -1.222 -5.145 -1.136
H: -0.066 -5.202 -2.470
H: 1.287 -2.215 -3.727
H: 0.794 -2.588 -5.383
H: 0.865 -3.877 -4.180
H: -0.426 -0.444 -3.560
H: -2.134 -0.784 -3.906
H: -0.950 -0.765 -5.214
H: -1.443 -4.411 -4.934
H: -1.704 -2.967 -5.905
H: -2.800 -3.318 -4.566
H: -4.384 -4.489 1.411
H: -4.108 -5.245 2.977
H: -2.912 -5.434 1.696
H: -4.729 -2.251 2.646
H: -3.461 -1.649 3.730
H: -4.413 -3.068 4.185
H: -1.193 -4.616 3.382
H: -2.420 -4.289 4.603
H: -1.340 -2.992 4.084
N: 3.713 4.300 -6.053
C: 4.236 3.355 -5.259
S: 5.802 2.865 -5.394
C: 3.341 2.807 -4.208
C: 3.478 1.488 -3.783
C: 2.633 1.011 -2.801
N: 1.686 1.749 -2.219
C: 1.563 3.011 -2.620
C: 2.354 3.582 -3.604
H: 4.288 4.677 -6.787
H: 2.729 4.512 -6.053
H: 4.240 0.861 -4.223
H: 2.726 -0.013 -2.455
H: 0.787 3.594 -2.136
H: 2.217 4.623 -3.864
C: -3.215 3.938 -1.206
C: -3.395 2.924 -2.333
C: -4.563 1.993 -2.015
C: -2.113 2.138 -2.599
H: -4.132 4.509 -1.033
H: -2.416 4.645 -1.442
H: -2.955 3.420 -0.272
H: -3.670 3.487 -3.240
H: -4.328 1.370 -1.141
H: -4.766 1.323 -2.854
H: -5.474 2.559 -1.804
H: -2.293 1.440 -3.429
H: -1.324 2.828 -2.937

Output
- electronic energy (eV) = -86001.57760
- HOMO level (eV) = -8.26
- HOMO-LUMO gap (eV) = 5.58
- total charge = +1
- energy above the lowest of the compared OMol25 structures with the same formula, charge and spin (kcal per mole) = 7.1
- LUMO (eV) = -2.67

=====

No. 3
Computed, not measured: C43H54BaN7P2S as an isolated structure at a distorted geometry, with the ωB97M-V functional and the def2-TZVPD basis.

Atoms and positions in Å:
Ba: -0.237 -0.459 0.228
C: 2.943 -0.943 -3.165
C: 2.376 -0.220 -4.210
C: 1.305 0.615 -3.958
C: 0.811 0.732 -2.657
N: 1.347 0.011 -1.652
C: 2.390 -0.794 -1.914
C: -0.387 1.581 -2.352
C: -0.739 2.579 -3.202
C: -1.918 3.345 -2.858
C: -2.677 3.041 -1.800
C: -2.362 1.852 -0.915
N: -1.036 1.259 -1.203
C: -2.333 2.232 0.575
C: -2.808 3.440 1.070
C: -2.755 3.691 2.429
C: -2.198 2.745 3.278
C: -1.684 1.601 2.707
N: -1.754 1.338 1.393
H: 3.781 -1.608 -3.321
H: 2.761 -0.319 -5.218
H: 0.832 1.158 -4.763
H: 2.798 -1.342 -1.066
H: -0.154 2.830 -4.073
H: -2.199 4.183 -3.488
H: -3.577 3.614 -1.603
H: -3.219 4.178 0.394
H: -3.141 4.623 2.825
H: -2.130 2.903 4.347
H: -1.184 0.854 3.321
C: 3.210 -1.492 2.545
P: 1.837 -0.260 2.537
C: 1.083 -0.738 4.181
N: 1.669 -0.293 5.266
C: 1.191 -0.673 6.475
C: 1.801 -0.188 7.659
C: 1.333 -0.601 8.869
C: 0.242 -1.510 8.957
C: -0.360 -1.986 7.834
C: 0.108 -1.569 6.562
N: -0.482 -2.041 5.440
C: -0.048 -1.635 4.272
P: -0.857 -2.351 2.746
C: -0.133 -4.040 2.910
C: -2.681 -2.650 3.081
C: -3.098 -3.633 1.975
C: -3.417 -1.324 2.859
C: -3.079 -3.227 4.437
C: 2.715 1.373 2.750
C: 3.883 1.404 3.733
C: 3.244 1.691 1.338
C: 1.663 2.416 3.136
H: 3.745 -1.462 3.493
H: 3.905 -1.286 1.729
H: 2.806 -2.495 2.399
H: 2.632 0.502 7.571
H: 1.796 -0.238 9.778
H: -0.110 -1.823 9.932
H: -1.194 -2.676 7.877
H: -0.433 -4.499 3.852
H: 0.955 -3.960 2.897
H: -0.436 -4.674 2.077
H: -2.716 -3.338 0.989
H: -4.189 -3.650 1.909
H: -2.760 -4.650 2.187
H: -3.229 -0.902 1.865
H: -3.132 -0.576 3.603
H: -4.495 -1.487 2.953
H: -2.504 -4.118 4.701
H: -4.137 -3.508 4.386
H: -2.955 -2.502 5.240
H: 4.662 0.685 3.462
H: 3.565 1.204 4.754
H: 4.335 2.401 3.693
H: 4.033 0.997 1.033
H: 3.675 2.696 1.336
H: 2.455 1.670 0.579
H: 1.230 2.207 4.117
H: 0.856 2.469 2.400
H: 2.131 3.404 3.180
N: -3.196 -5.947 -4.537
C: -2.618 -4.795 -4.904
S: -2.490 -4.326 -6.473
C: -2.077 -3.975 -3.763
C: -1.907 -2.606 -3.896
C: -1.394 -1.884 -2.835
N: -1.034 -2.439 -1.666
C: -1.193 -3.760 -1.549
C: -1.708 -4.557 -2.556
H: -3.594 -6.522 -5.260
H: -3.418 -6.159 -3.580
H: -2.172 -2.118 -4.823
H: -1.263 -0.810 -2.922
H: -0.881 -4.207 -0.609
H: -1.770 -5.625 -2.396
C: -5.703 0.415 -2.093
C: -4.879 0.665 -0.828
C: -5.438 1.877 -0.078
C: -3.364 0.672 -1.196
H: -6.765 0.292 -1.859
H: -5.366 -0.485 -2.618
H: -5.603 1.262 -2.782
H: -5.033 -0.194 -0.168
H: -5.290 2.809 -0.633
H: -5.001 1.993 0.914
H: -6.515 1.750 0.054
H: -2.902 -0.223 -0.748
H: -3.270 0.534 -2.275

Output
- electronic energy (eV) = -86001.88416
- HOMO level (eV) = -8.60
- HOMO-LUMO gap (eV) = 5.74
- total charge = +1
- energy above the lowest of the compared OMol25 structures with the same formula, charge and spin (kcal per mole) = 0.0
- LUMO (eV) = -2.86

=====

No. 4
Computed, not measured: C43H54BrN3P2Ti as an isolated structure, with the ωB97M-V functional and the def2-TZVPD basis.

Atoms and positions in Å:
Ti: 0.549 -0.195 -0.144
C: -0.125 -3.241 2.428
C: -0.649 -1.938 3.027
C: -0.792 -2.020 4.547
P: 0.241 -0.432 2.413
C: 1.730 -0.101 3.462
C: 2.580 -1.359 3.670
C: 1.477 0.604 4.796
C: -1.032 0.843 2.601
C: -1.552 1.318 3.802
C: -2.682 2.128 3.838
C: -3.232 2.642 5.139
C: -3.314 2.412 2.631
C: -2.823 1.946 1.423
C: -1.654 1.192 1.396
N: -1.068 0.678 0.216
C: -1.535 1.013 -1.093
C: -1.802 2.339 -1.453
C: -2.212 2.645 -2.731
C: -2.355 1.648 -3.702
C: -2.861 1.981 -5.076
C: -2.054 0.343 -3.348
C: -1.638 -0.006 -2.059
P: -1.285 -1.717 -1.468
C: -2.992 -2.245 -0.969
C: -3.980 -2.133 -2.134
C: -3.520 -1.465 0.229
C: -0.723 -2.921 -2.783
C: -0.753 -2.515 -4.255
C: -1.348 -4.304 -2.577
H: -0.783 -4.063 2.714
H: -0.110 -3.200 1.336
H: 0.877 -3.484 2.783
H: -1.651 -1.764 2.629
H: -1.260 -1.128 4.963
H: -1.433 -2.868 4.794
H: 0.162 -2.180 5.046
H: 2.301 0.593 2.846
H: 2.128 -2.041 4.390
H: 2.767 -1.916 2.753
H: 3.547 -1.059 4.077
H: 0.819 0.039 5.456
H: 2.433 0.712 5.311
H: 1.066 1.602 4.655
H: -1.087 1.048 4.739
H: -2.559 2.427 5.967
H: -3.387 3.720 5.099
H: -4.197 2.182 5.360
H: -4.219 3.008 2.632
H: -3.365 2.163 0.514
H: -1.676 3.128 -0.723
H: -2.432 3.675 -2.988
H: -2.524 2.968 -5.392
H: -2.528 1.250 -5.811
H: -3.953 1.991 -5.087
H: -2.186 -0.428 -4.090
H: -2.881 -3.294 -0.686
H: -4.233 -1.088 -2.319
H: -3.607 -2.558 -3.065
H: -4.902 -2.655 -1.876
H: -3.662 -0.411 -0.016
H: -4.491 -1.866 0.523
H: -2.855 -1.529 1.087
H: 0.328 -3.031 -2.515
H: -1.767 -2.535 -4.659
H: -0.319 -1.533 -4.436
H: -0.166 -3.238 -4.824
H: -2.408 -4.329 -2.823
H: -0.842 -5.009 -3.238
H: -1.222 -4.672 -1.557
C: 3.767 -3.159 0.211
C: 4.888 -2.337 0.270
C: 4.728 -0.967 0.332
C: 3.447 -0.423 0.363
N: 2.366 -1.230 0.259
C: 2.529 -2.562 0.185
C: 3.135 1.007 0.545
C: 4.118 1.956 0.808
C: 3.748 3.266 1.079
C: 2.404 3.618 1.104
C: 1.426 2.666 0.841
C: 1.771 1.349 0.550
H: 3.853 -4.235 0.167
H: 5.880 -2.768 0.265
H: 5.592 -0.320 0.378
H: 1.624 -3.148 0.098
H: 5.168 1.693 0.821
H: 4.507 4.007 1.290
H: 2.120 4.637 1.337
H: 0.383 2.963 0.878
C: 1.676 4.102 -3.412
C: 1.959 2.631 -3.339
C: 2.879 1.999 -4.168
C: 3.101 0.643 -4.028
C: 2.397 -0.049 -3.058
Br: 2.716 -1.903 -2.951
N: 1.518 0.519 -2.233
C: 1.322 1.842 -2.400
H: 1.824 4.481 -4.421
H: 2.344 4.654 -2.748
H: 0.651 4.320 -3.110
H: 3.419 2.560 -4.921
H: 3.801 0.116 -4.661
H: 0.619 2.302 -1.728

Output
- electronic energy (eV) = -161663.38889
- HOMO level (eV) = -12.84
- HOMO-LUMO gap (eV) = 6.73
- total charge = +2
- energy above the lowest of the compared OMol25 structures with the same formula, charge and spin (kcal per mole) = 8.8
- LUMO (eV) = -6.11